[1]
55
Properties=species:S:1:pos:R:3:mulliken_charge:R:1 method="wB97M-V/def2-TZVPD" charge=0 de_lowest_kj_mol=1659.20 multiplicity=1
C 6.322 1.812 0.223 -1.465
H 6.353 1.972 1.207 0.429
H 6.721 0.868 -0.055 0.401
H 7.103 2.426 -0.291 0.377
C 4.957 1.930 -0.691 0.586
C 3.798 1.169 0.101 -0.073
N 2.721 1.662 0.829 -1.666
N 2.038 0.786 0.943 1.225
C 2.531 -0.405 0.621 0.081
C 3.795 -0.197 0.043 -1.317
H 4.386 -0.655 -0.350 1.299
C 1.790 -1.608 0.964 -1.039
N 0.483 -1.733 0.778 1.097
C -0.284 -2.512 1.581 -1.103
C -1.734 -2.671 0.822 -1.069
N -2.292 -1.401 0.622 0.243
C -2.538 -0.637 1.645 -1.005
C -3.342 0.683 1.157 0.638
C -2.699 2.122 1.219 -0.514
C -3.495 3.174 0.910 -1.181
C -4.684 2.936 -0.006 0.611
C -5.280 1.775 0.017 -0.604
C -4.495 0.696 0.419 0.108
H -4.948 -0.358 0.367 0.063
H -6.080 1.741 -0.938 0.184
F -5.205 4.041 -0.411 -0.281
H -3.073 3.938 0.948 0.716
H -1.849 2.312 1.806 0.344
H -1.769 -0.192 2.277 0.280
H -3.200 -1.071 2.338 0.468
C -1.321 -0.628 -0.544 -0.816
C 0.025 -1.419 -0.621 -1.246
H 0.793 -0.686 -0.973 0.519
H 0.035 -2.478 -1.063 0.209
C -2.009 -0.775 -1.889 -0.341
H -2.717 0.255 -1.860 0.237
H -1.185 -0.412 -2.788 0.326
C -2.614 -2.009 -2.062 -1.367
O -3.812 -2.266 -1.607 -0.638
H -3.722 -1.977 -0.597 0.516
H -2.813 -2.050 -3.224 0.406
H -2.031 -2.782 -1.978 0.566
H -1.279 0.262 -0.162 1.577
H -1.779 -3.476 0.122 0.274
H -2.523 -2.995 1.620 0.398
H -0.183 -2.438 2.603 0.438
H 0.249 -3.700 1.466 0.433
H 2.206 -2.085 2.161 0.221
H 2.338 -2.438 0.360 0.213
H 1.053 0.983 1.589 0.391
C 5.053 1.929 -2.097 -1.428
H 4.098 2.140 -2.577 0.321
H 5.482 0.910 -2.362 0.271
H 5.852 2.447 -2.381 0.524
H 4.775 3.081 -0.234 0.168



[2]
72
Properties=species:S:1:pos:R:3:mulliken_charge:R:1 method="wB97M-V/def2-TZVPD" charge=+2 de_lowest_kj_mol=89.34 multiplicity=1
Sc -1.442 0.564 -0.192 0.845
C 2.203 0.334 3.289 -1.772
C 1.380 0.683 2.092 0.915
N 1.437 -0.102 1.048 0.916
N 2.327 -1.156 1.121 -1.122
C 2.248 -2.114 0.235 0.746
N 2.931 -3.237 0.454 -0.385
S 1.297 -2.041 -1.224 -0.080
C 0.508 1.879 2.127 0.592
C 0.940 2.974 2.870 -0.716
C 0.137 4.097 2.971 -0.555
C -1.099 4.096 2.347 -0.931
C -1.462 2.979 1.621 -0.285
N -0.684 1.898 1.498 0.077
H 2.099 -0.726 3.515 0.427
H 1.890 0.910 4.153 0.532
H 3.263 0.509 3.094 0.359
H 3.442 -3.342 1.317 0.239
H 3.128 -3.880 -0.295 0.235
H 1.905 2.950 3.355 0.556
H 0.470 4.955 3.538 0.484
H -1.774 4.936 2.421 0.487
H -2.424 2.945 1.119 0.527
O 1.219 -0.375 -1.184 -0.315
N 0.584 0.058 -0.009 -0.318
C 0.205 2.362 -4.881 -1.007
N -0.573 1.814 -3.765 0.690
C -0.921 0.403 -3.961 -1.070
P -1.526 2.751 -2.816 0.037
O -1.814 1.945 -1.528 0.303
N -2.966 3.182 -3.432 0.330
C -4.257 2.670 -2.973 -0.901
C -3.002 3.782 -4.769 -1.032
N -0.670 4.106 -2.554 0.286
C -1.286 5.408 -2.301 -0.992
C 0.730 4.040 -2.138 -1.112
H 1.158 1.834 -4.944 0.317
H 0.409 3.419 -4.731 0.409
H -0.324 2.229 -5.827 0.296
H -0.010 -0.195 -3.997 0.291
H -1.465 0.260 -4.898 0.424
H -1.548 0.021 -3.158 0.065
H -4.182 2.304 -1.953 0.113
H -4.610 1.864 -3.619 0.319
H -4.988 3.478 -2.994 0.337
H -2.038 4.221 -5.023 0.325
H -3.749 4.576 -4.787 0.378
H -3.263 3.040 -5.527 0.315
H -2.318 5.424 -2.635 0.324
H -0.729 6.177 -2.838 0.336
H -1.262 5.653 -1.235 0.277
H 1.146 3.053 -2.324 0.323
H 0.821 4.268 -1.072 0.310
H 1.313 4.776 -2.694 0.383
O -6.515 -4.979 1.115 -0.589
N -5.699 -5.203 0.251 1.044
O -5.587 -6.221 -0.391 -0.593
C -4.737 -4.124 -0.050 -0.708
C -3.780 -4.329 -1.041 -0.582
C -2.915 -3.309 -1.332 -0.188
C -2.902 -2.077 -0.642 0.901
O -2.046 -1.168 -0.930 0.071
C -3.871 -1.955 0.385 -0.246
C -4.797 -2.963 0.667 -0.413
N -3.950 -0.773 1.199 0.826
O -4.839 -0.639 1.979 -0.516
O -3.051 0.127 1.113 -0.741
N -1.899 -3.535 -2.372 0.934
O -1.707 -2.636 -3.166 -0.515
O -1.328 -4.601 -2.355 -0.542
H -3.727 -5.275 -1.565 0.647
H -5.538 -2.837 1.444 0.678



[3]
56
Properties=species:S:1:pos:R:3:mulliken_charge:R:1 method="wB97M-V/def2-TZVPD" charge=0 de_lowest_kj_mol=273.92 multiplicity=1 smiles="CC[C@@H](CC(=O)N(C)[C@@H]1CN(C(=O)/C=C/c2cc(C)no2)CC12CC2)SC"
C -0.074 1.219 -5.426 -1.372
C 0.550 1.601 -4.092 -0.354
C 0.841 0.401 -3.194 -0.268
C 1.622 0.769 -1.924 -0.742
C 0.882 1.698 -0.963 0.397
O 0.720 2.861 -1.289 -0.676
N 0.567 1.269 0.305 0.190
C 0.717 2.224 1.395 -1.081
C 0.536 -0.139 0.677 0.144
C -0.728 -0.486 1.481 -2.036
N -0.288 -0.541 2.875 0.190
C -1.068 -0.588 3.981 0.442
O -0.579 -0.588 5.103 -0.709
C -2.541 -0.646 3.758 -0.470
C -3.354 -0.628 4.811 -0.386
C -4.800 -0.689 4.725 0.555
C -5.763 -0.675 5.678 -0.827
C -6.978 -0.763 4.941 0.798
C -8.377 -0.791 5.453 -1.053
N -6.744 -0.824 3.660 -0.633
O -5.369 -0.778 3.512 -0.101
C 1.162 -0.524 3.026 -1.121
C 1.666 -0.590 1.599 0.846
C 2.551 -1.723 1.160 -0.734
C 3.099 -0.326 1.273 -0.855
S -0.678 -0.511 -2.725 -0.002
C -0.627 -1.892 -3.886 -0.920
H -0.211 2.100 -6.054 0.405
H 0.556 0.514 -5.975 0.325
H -1.054 0.762 -5.282 0.284
H 1.496 2.126 -4.261 0.363
H -0.091 2.302 -3.558 0.305
H 1.450 -0.318 -3.750 0.635
H 1.973 -0.141 -1.443 0.152
H 2.497 1.353 -2.218 0.511
H 0.645 3.228 0.989 0.427
H -0.071 2.092 2.138 0.314
H 1.686 2.094 1.882 0.289
H 0.517 -0.716 -0.241 0.837
H -1.496 0.272 1.326 0.480
H -1.125 -1.451 1.156 0.409
H -2.941 -0.712 2.756 0.585
H -2.922 -0.566 5.802 0.438
H -5.630 -0.611 6.744 0.379
H -8.597 0.114 6.021 0.273
H -9.074 -0.863 4.621 0.327
H -8.527 -1.644 6.114 0.272
H 1.475 0.389 3.541 0.325
H 1.493 -1.367 3.636 0.460
H 2.853 -2.446 1.906 0.324
H 2.395 -2.131 0.169 0.200
H 3.322 0.217 0.363 0.206
H 3.764 -0.111 2.099 0.300
H -1.477 -2.530 -3.654 0.370
H -0.715 -1.550 -4.915 0.299
H 0.288 -2.470 -3.764 0.287



[4]
56
Properties=species:S:1:pos:R:3:mulliken_charge:R:1 method="wB97M-V/def2-TZVPD" charge=0 de_lowest_kj_mol=20.27 multiplicity=1 smiles="Cc1ccccc1CSc1nnc(CCCCCNC(=O)OC(C)(C)C)o1"
C -1.148 -0.852 -0.905 -1.068
C -2.455 -1.549 -0.700 0.688
C -3.550 -1.216 -1.486 -0.589
C -4.766 -1.856 -1.336 -0.717
C -4.904 -2.854 -0.387 -0.657
C -3.824 -3.196 0.405 -0.878
C -2.601 -2.550 0.268 0.550
C -1.475 -2.935 1.170 -0.734
H -0.979 -2.076 1.620 0.365
H -1.816 -3.617 1.947 0.610
S -0.134 -3.832 0.266 -0.236
C 1.198 -2.820 0.668 0.444
N 1.227 -1.808 1.481 -0.188
N 2.494 -1.338 1.458 -0.640
C 3.172 -2.069 0.640 0.736
C 4.589 -1.940 0.232 -0.893
H 4.997 -2.949 0.147 0.397
H 5.131 -1.400 1.008 0.392
C 4.735 -1.219 -1.123 -0.674
C 4.866 0.303 -1.011 -0.959
C 3.756 1.000 -0.225 -0.603
H 4.009 2.057 -0.122 0.431
H 3.696 0.574 0.776 0.394
C 2.377 0.887 -0.878 -0.794
N 1.344 1.247 0.061 -0.031
C 0.337 2.098 -0.227 0.690
O 0.227 2.700 -1.270 -0.704
O -0.508 2.153 0.824 -0.484
C -1.665 3.019 0.795 1.699
C -2.330 2.793 2.153 -1.764
H -1.640 3.051 2.953 0.413
H -2.607 1.748 2.261 0.379
H -3.221 3.408 2.238 0.423
C -1.231 4.477 0.645 -1.761
H -0.752 4.626 -0.319 0.352
H -2.098 5.128 0.714 0.478
H -0.527 4.739 1.432 0.384
C -2.613 2.612 -0.334 -1.501
H -2.120 2.734 -1.294 0.336
H -3.499 3.240 -0.310 0.520
H -2.914 1.573 -0.214 0.276
H 1.330 0.765 0.948 0.304
H 2.206 -0.138 -1.230 0.080
H 2.283 1.560 -1.733 0.616
H 5.817 0.530 -0.523 0.384
H 4.907 0.715 -2.021 0.346
H 3.893 -1.483 -1.764 0.407
H 5.637 -1.593 -1.612 0.378
O 2.399 -3.049 0.097 -0.320
H -3.930 -3.973 1.149 0.393
H -5.848 -3.364 -0.263 0.391
H -5.603 -1.579 -1.959 0.398
H -3.443 -0.440 -2.231 0.429
H -0.424 -1.536 -1.350 0.532
H -1.261 -0.002 -1.573 0.516
H -0.740 -0.499 0.041 0.067



[5]
57
Properties=species:S:1:pos:R:3:mulliken_charge:R:1 method="wB97M-V/def2-TZVPD" charge=0 de_lowest_kj_mol=384.94 multiplicity=1 smiles="C=CCN(CC=C)C(=O)c1ccc(OC2CCN(S(=O)(=O)N(C)C)CC2)cc1"
C 7.300 -1.942 0.303 -0.764
C 6.551 -1.500 -0.689 0.005
C 5.561 -2.358 -1.422 -0.928
N 4.183 -1.951 -1.191 0.133
C 3.406 -2.713 -0.380 0.248
O 3.811 -3.727 0.158 -0.667
C 1.989 -2.255 -0.218 0.061
C 1.068 -2.444 -1.238 -0.632
C -0.259 -2.080 -1.081 -0.131
C -0.688 -1.519 0.118 0.865
C 0.236 -1.350 1.152 -0.917
C 1.553 -1.721 0.989 -0.525
H 2.251 -1.597 1.803 0.453
H -0.112 -0.932 2.083 0.447
O -1.957 -1.125 0.406 -0.360
C -2.966 -1.166 -0.589 0.016
C -4.310 -1.032 0.135 -1.220
C -4.430 0.347 0.777 -0.647
N -4.276 1.369 -0.235 -0.074
S -4.739 2.885 0.254 1.130
O -4.539 3.761 -0.858 -0.705
O -6.044 2.762 0.822 -0.702
N -3.629 3.253 1.467 0.137
C -4.140 3.294 2.816 -1.037
H -5.006 2.640 2.869 0.349
H -3.370 2.945 3.506 0.323
H -4.447 4.305 3.104 0.351
C -2.655 4.273 1.159 -1.040
H -1.713 4.036 1.659 0.325
H -2.991 5.265 1.479 0.351
H -2.508 4.286 0.083 0.350
C -2.983 1.322 -0.879 -0.657
C -2.816 -0.016 -1.594 -0.870
H -3.583 -0.119 -2.361 0.483
H -1.833 -0.048 -2.066 0.454
H -2.952 2.149 -1.588 0.529
H -2.178 1.445 -0.139 0.313
H -5.416 0.485 1.219 0.503
H -3.661 0.455 1.554 0.360
H -4.385 -1.799 0.906 0.435
H -5.112 -1.171 -0.588 0.418
H -2.935 -2.134 -1.110 0.347
H -0.944 -2.250 -1.897 0.390
H 1.383 -2.894 -2.169 0.501
C 3.763 -0.668 -1.702 -0.946
C 3.794 0.455 -0.701 0.005
C 4.175 0.353 0.558 -0.903
H 4.166 1.201 1.220 0.326
H 4.521 -0.577 0.976 0.230
H 3.458 1.401 -1.103 0.407
H 2.742 -0.743 -2.095 0.414
H 4.416 -0.411 -2.544 0.470
H 5.640 -3.392 -1.081 0.451
H 5.756 -2.314 -2.501 0.297
H 6.614 -0.469 -1.012 0.298
H 7.999 -1.305 0.819 0.285
H 7.240 -2.964 0.641 0.271



[6]
60
Properties=species:S:1:pos:R:3:mulliken_charge:R:1 method="wB97M-V/def2-TZVPD" charge=0 de_lowest_kj_mol=0.00 multiplicity=1 smiles="O[C@@H]1[C@H](O)[C@@H](O)O[C@H](CS)[C@H]1O.CNC(=O)[C@H](Cc1c[nH]c2ccccc12)NC(C)=O"
O -1.400 0.081 5.462 -0.688
O -4.872 4.197 3.581 -0.669
O 3.608 -4.935 -5.243 -0.581
O 4.773 -1.496 -6.052 -0.594
O 2.228 -3.132 -5.479 -0.414
O 5.451 -1.419 -3.449 -0.617
O 2.983 -1.659 -2.153 -0.506
S 0.267 -0.775 -4.879 -0.264
C -1.475 1.101 4.798 0.672
C -4.105 3.497 4.231 -0.013
C -1.428 2.654 0.337 -0.870
C -2.073 1.901 1.259 0.857
C -0.677 -1.699 1.742 -0.955
C 0.355 -1.610 0.791 -0.400
C -1.543 -0.610 1.964 0.114
C 0.528 -0.424 0.059 -0.912
C -1.387 0.606 1.260 0.847
C -0.329 0.658 0.301 -0.748
N -0.404 1.924 -0.233 0.034
N -4.237 3.367 5.558 -0.138
N -2.651 1.479 4.301 -0.132
C -0.240 1.950 4.571 -1.072
C -5.260 4.048 6.350 -0.917
C 3.525 -3.636 -5.814 0.171
C 0.600 -2.292 -3.882 -0.725
C 4.679 -2.736 -5.312 -0.090
C 2.020 -2.843 -4.081 -0.127
C 4.490 -2.410 -3.826 -0.559
C 3.085 -1.860 -3.566 0.122
C -3.251 2.367 2.070 -1.254
C -2.972 2.704 3.548 0.385
H 2.760 -5.384 -5.394 0.365
H 4.833 -1.658 -7.010 0.344
H 5.518 -0.791 -4.197 0.397
H 3.834 -1.285 -1.850 0.372
H -1.018 -0.533 -4.540 0.140
H -1.688 3.675 0.085 0.440
H -0.808 -2.613 2.306 0.391
H 1.013 -2.451 0.620 0.451
H -2.334 -0.706 2.691 0.346
H 1.315 -0.344 -0.674 0.553
H 0.208 2.282 -0.953 0.183
H -3.589 2.759 6.035 0.267
H -3.403 0.827 4.462 0.302
H -0.377 2.925 5.031 0.333
H 0.616 1.450 5.022 0.346
H -0.068 2.056 3.501 0.227
H -6.246 3.850 5.924 0.288
H -5.085 5.126 6.328 0.284
H -5.236 3.699 7.383 0.355
H 3.602 -3.717 -6.904 0.299
H 0.448 -2.068 -2.821 0.324
H -0.119 -3.067 -4.163 0.448
H 5.617 -3.288 -5.432 0.396
H 2.105 -3.767 -3.499 0.468
H 4.636 -3.318 -3.231 0.446
H 2.973 -0.903 -4.088 0.172
H -3.643 3.260 1.580 0.426
H -4.032 1.608 2.020 0.382
H -2.117 3.377 3.556 0.296



[7]
58
Properties=species:S:1:pos:R:3:mulliken_charge:R:1 method="wB97M-V/def2-TZVPD" charge=+3 de_lowest_kj_mol=138.59 multiplicity=1
Sn -0.130 -0.078 -0.079 1.655
C 1.670 2.578 -0.858 -0.929
C 0.399 2.993 -0.108 -1.045
N -0.066 2.002 0.868 -0.074
C 0.589 2.016 2.185 -1.027
C 2.033 1.498 2.243 -0.716
S 2.272 -0.096 1.418 0.041
C 3.484 0.229 0.114 -0.730
C 2.877 0.456 -1.285 -0.590
N 1.610 1.184 -1.292 -0.220
H 2.548 2.729 -0.233 0.456
H 1.773 3.249 -1.714 0.523
H -0.404 3.134 -0.829 0.642
H 0.595 3.951 0.384 0.468
H -1.050 2.194 1.042 0.366
H -0.032 1.415 2.851 0.510
H 0.612 3.035 2.590 0.450
H 2.281 1.354 3.295 0.540
H 2.755 2.198 1.832 0.488
H 4.122 -0.653 0.064 0.514
H 4.102 1.055 0.463 0.523
H 2.684 -0.516 -1.740 0.194
H 3.649 0.960 -1.877 0.482
H 1.225 1.146 -2.232 0.398
S -2.528 -0.608 -1.226 -0.249
C -2.388 0.885 -2.075 0.628
C -3.446 1.362 -2.856 -0.874
C -3.277 2.559 -3.531 -0.320
C -2.077 3.247 -3.422 -1.087
C -1.079 2.695 -2.636 -0.012
N -1.225 1.551 -1.970 -0.028
H -4.359 0.789 -2.920 0.467
H -4.077 2.946 -4.147 0.447
H -1.906 4.189 -3.921 0.473
H -0.123 3.195 -2.536 0.355
C -3.812 -2.458 3.786 -0.815
N -2.578 -1.859 3.298 0.075
C -1.481 -1.547 4.052 -0.670
C -0.562 -1.005 3.207 -0.784
N -1.094 -0.985 1.936 0.430
C -2.314 -1.513 2.038 -0.756
H -3.789 -2.505 4.871 0.324
H -3.928 -3.467 3.395 0.349
H -4.671 -1.863 3.479 0.359
H -1.432 -1.736 5.109 0.453
H 0.428 -0.652 3.431 0.634
H -3.003 -1.649 1.223 0.545
C 1.882 -4.613 -1.766 -0.249
C 1.837 -3.522 -2.627 -0.951
C 1.227 -2.359 -2.195 -0.369
N 0.703 -2.250 -0.970 0.162
C 0.736 -3.296 -0.139 -0.010
C 1.322 -4.496 -0.500 -0.889
H 2.353 -5.537 -2.075 0.445
H 2.277 -3.565 -3.613 0.470
H 1.145 -1.494 -2.844 0.718
H 0.294 -3.153 0.840 0.332
H 1.345 -5.316 0.204 0.479



[8]
54
Properties=species:S:1:pos:R:3:mulliken_charge:R:1 method="wB97M-V/def2-TZVPD" charge=0 de_lowest_kj_mol=154.33 multiplicity=1 smiles="CCCCN1C(=O)C(C)=C(C)[C@H]1OCCc1ccc(OC)c(OC)c1"
C 2.160 -5.981 -1.212 -1.206
C 1.202 -5.042 -1.935 -0.685
C 1.267 -3.605 -1.420 -0.110
C 0.757 -3.471 0.015 -1.135
N 0.674 -2.085 0.432 0.402
C 1.764 -1.263 0.526 0.258
O 2.868 -1.498 0.080 -0.733
C 1.329 -0.057 1.275 0.817
C 0.054 -0.211 1.643 0.356
C -0.816 0.679 2.451 -1.683
H -0.657 0.490 3.513 0.374
H -0.588 1.724 2.252 0.303
H -1.859 0.485 2.215 0.348
C -0.449 -1.559 1.166 -0.008
O -1.678 -1.529 0.483 -0.428
C -1.696 -1.322 -0.919 -0.739
C -0.910 -0.131 -1.475 -0.866
C -1.200 1.205 -0.847 -0.073
C -2.431 1.541 -0.320 -1.220
C -2.644 2.795 0.239 -0.559
C -1.635 3.740 0.268 0.904
C -0.379 3.416 -0.293 0.604
C -0.183 2.160 -0.833 0.071
H 0.774 1.896 -1.254 0.446
O 0.561 4.403 -0.244 -0.446
C 1.777 4.201 -0.921 -0.792
H 1.614 3.994 -1.984 0.359
H 2.360 3.386 -0.481 0.219
H 2.328 5.134 -0.815 0.248
O -1.737 4.992 0.801 -0.443
C -2.965 5.374 1.366 -0.969
H -3.772 5.362 0.626 0.368
H -2.820 6.393 1.722 0.242
H -3.239 4.732 2.211 0.363
H -3.615 3.022 0.650 0.391
H -3.243 0.831 -0.323 0.320
H -1.148 -0.079 -2.544 0.691
H 0.159 -0.334 -1.393 0.232
H -1.340 -2.228 -1.428 0.315
H -2.761 -1.212 -1.139 0.567
H -0.666 -2.192 2.047 0.467
C 2.267 1.062 1.557 -1.557
H 3.090 1.029 0.846 0.338
H 1.754 2.019 1.502 0.266
H 2.684 0.958 2.560 0.386
H -0.244 -3.901 0.107 0.362
H 1.432 -4.005 0.694 0.400
H 0.667 -2.965 -2.072 0.155
H 2.295 -3.244 -1.456 0.404
H 1.453 -5.035 -2.998 0.368
H 0.180 -5.419 -1.840 0.315
H 2.165 -6.958 -1.691 0.400
H 3.171 -5.581 -1.236 0.291
H 1.869 -6.117 -0.173 0.301